# 1
A structure of composition C38H50BrN4O4PPt at a distorted geometry, computed with wB97M-V/def2-TZVPD.

Structure (XYZ):
```
99
Properties=species:S:1:pos:R:3:mulliken_charge:R:1
C -0.18 2.95 5.12 -0.9743
H 2.36 -3.06 -2.90 0.5753
H 4.05 8.32 1.52 0.4581
H -2.41 0.35 5.08 0.6366
C -0.99 3.15 -4.02 -1.1304
H 2.39 -3.03 -0.39 0.7964
C 2.18 5.70 2.43 0.6374
H -2.86 -3.04 -0.46 0.4195
H -3.90 -3.50 -4.46 0.4874
C 2.75 5.45 3.70 0.8313
H -4.07 -0.67 -1.95 0.1451
P -0.65 -0.82 -2.51 -0.2401
H 0.17 3.72 5.79 0.6281
H 3.02 -7.06 4.83 0.2887
C 2.63 6.69 1.61 -0.8726
H 2.10 0.06 -4.22 0.4015
H -2.66 -1.34 3.67 0.4463
C 1.00 -2.32 2.88 -0.2913
H -3.14 -1.18 1.96 -0.0642
H 1.23 -1.30 3.14 0.4274
C -0.04 2.15 -4.66 -0.3358
C 3.83 6.27 4.20 -0.4954
C 0.28 2.92 3.82 0.5430
C 1.36 -4.67 3.09 0.3263
C 1.23 3.99 3.44 -0.0244
N 0.08 -2.51 1.92 0.1364
H -2.19 -4.17 -2.94 0.4855
C 3.32 -0.65 -2.58 -1.4449
C 3.70 7.50 2.13 -0.2471
N 2.38 -6.29 4.64 -0.3190
H 0.82 -3.45 -2.24 0.6283
C -0.16 1.88 2.97 1.0153
O 0.28 1.69 1.74 -0.0976
H 0.44 4.73 1.62 0.2845
H -2.84 0.90 -2.13 0.1023
H -1.77 3.43 -4.72 0.3696
H 0.85 2.04 -4.03 0.1015
H 2.24 6.88 0.62 0.4678
H -1.06 -3.88 0.86 0.3501
Pt -0.28 -1.13 0.48 1.4021
N 1.20 4.70 2.29 0.0690
H 1.02 2.27 1.51 0.2911
C -4.10 -1.67 -1.52 -0.7277
C -2.38 1.29 -3.05 -1.0566
H -4.70 -3.66 -2.13 0.3426
C -1.62 2.58 -2.76 -0.3075
O -0.43 -0.03 -1.17 -1.0686
C 3.16 -1.10 -1.13 -0.7430
H 5.10 7.91 3.71 0.4625
H 3.98 0.22 -2.62 0.5386
C -3.58 -2.75 -3.74 -0.4230
H -0.87 -2.90 -1.58 -0.4545
H 0.32 2.53 -5.62 0.4876
C 0.35 -4.87 2.15 -0.6502
H -5.55 -2.37 -2.96 0.4982
C -0.70 0.79 -4.91 -1.3604
C -2.73 -2.09 -1.00 -0.0442
H 1.59 0.59 -2.63 -0.1006
H -2.17 -0.55 -4.16 -0.3605
H 1.18 -1.72 -0.42 -2.0328
H -0.85 2.39 -2.00 -0.0545
H -3.58 -1.80 -4.28 0.2738
C 2.08 -2.19 -1.00 2.0952
H -3.20 1.51 -3.74 0.6098
C -2.17 -3.13 -3.27 -1.4151
C -0.27 -3.77 1.60 -0.2445
H -2.39 -1.35 -0.22 -0.7000
C -1.51 0.21 -3.73 1.4403
C -2.86 -0.64 2.86 -0.9297
H 0.07 -5.86 1.83 0.5707
H 0.74 -1.80 -4.16 1.1990
H -4.82 -1.65 -0.70 0.5289
H 2.92 -0.24 -0.51 0.2331
N 2.16 4.40 4.30 -0.5287
C -1.65 1.03 4.71 -0.1606
H 3.81 -1.43 -3.17 0.3819
C -1.14 2.01 5.57 -0.6356
O -1.63 0.07 2.52 -0.0235
C -1.18 0.94 3.42 -0.0902
H -2.32 3.30 -2.33 0.5248
H 1.74 -6.02 5.37 0.2179
H -0.45 4.07 -3.78 0.4415
C 1.64 -3.37 3.50 -0.4347
H 4.10 -1.51 -0.75 0.3908
O 2.95 -6.19 2.44 -0.5257
C 0.95 -1.44 -3.15 0.6574
C 1.52 -2.63 -2.34 -2.2861
H -1.42 0.92 -5.72 0.5947
C -1.65 -2.30 -2.07 1.3082
C 1.97 -0.27 -3.19 -0.4085
H 2.39 -3.18 4.25 0.4965
C 4.29 7.27 3.38 -0.6977
H 4.22 6.10 5.19 0.4971
H -1.46 -3.09 -4.10 0.3837
Br -1.73 2.13 7.28 0.0465
C 2.30 -5.82 3.39 0.0687
H -3.63 0.08 3.12 0.5554
C -4.57 -2.67 -2.58 -0.9925
H 0.03 0.07 -5.28 0.3973
```

- Lowest unoccupied orbital energy (spin up / spin down): -15.170 / -15.173 eV
- HOMO (spin up / spin down): -18.10 / -18.10 eV
- Charge: +4

=====

# 2
A structure of composition C25H43BaCl2F3N3O6Si at a distorted geometry, computed with wB97M-V/def2-TZVPD.

Structure (XYZ):
```
84
Properties=species:S:1:pos:R:3:mulliken_charge:R:1
C -3.06 -0.45 4.11 -0.8541
H 1.14 -2.60 -3.04 -0.1588
H -2.71 -1.47 3.91 0.2484
C 1.17 0.39 3.01 0.0500
H 2.54 -3.62 -3.37 0.3805
F -1.75 -4.28 0.02 -0.3212
H -3.38 2.33 3.47 0.2762
H 1.43 4.97 2.02 0.2897
O 0.26 2.73 -0.79 -0.6129
C 2.23 0.05 1.93 0.6758
O -0.98 -1.58 -3.18 -0.5309
H 1.14 -1.57 3.89 0.3708
C -0.16 1.29 5.29 -0.8888
C -1.67 -3.06 0.61 0.8307
F -2.65 -2.97 1.55 -0.2670
C 0.59 1.66 3.03 1.4365
C 3.64 0.50 2.35 -0.4676
H 2.61 3.68 2.45 0.1558
O -0.10 -3.28 2.36 -0.6755
H -3.76 1.90 1.77 0.2898
H -2.78 -3.90 -6.03 0.3158
H -1.43 -0.85 2.22 -0.1409
H 4.55 -2.17 -5.55 0.3431
C -0.05 2.12 4.18 -0.5874
C 4.76 -1.75 -4.56 -1.2634
O -1.80 0.71 0.92 -0.7074
C 2.67 -0.10 -5.19 -1.4761
O 0.55 -2.16 0.46 -0.4645
C -3.58 -1.73 -4.14 -0.8684
H 4.71 -1.21 1.61 0.3143
H -4.04 -4.23 -4.78 0.2967
H -2.35 -4.85 -4.57 0.3408
H 5.73 0.24 1.99 0.4426
Si 3.17 -1.19 -3.61 0.9881
H 5.33 -2.52 -4.03 0.2866
N -2.95 0.34 2.89 0.2935
Ba 0.18 -0.15 -1.08 1.1304
C 3.03 3.19 -0.37 -1.1158
H -4.11 -0.47 4.43 0.3699
C 0.86 -0.52 4.02 -0.6376
H 2.28 -1.06 1.91 0.2110
C -0.23 -2.80 1.23 0.2540
H 1.64 -2.92 -4.71 0.2674
H 3.43 2.26 0.08 0.2749
H 4.93 3.05 4.09 0.3680
N -2.60 -2.82 -4.20 0.1943
N 1.94 3.68 0.45 0.3999
H 3.82 3.96 -0.36 0.3611
H 5.86 2.07 2.89 0.4216
C -1.34 -2.62 -3.77 0.1704
C -3.76 1.54 2.80 -0.9993
H -2.45 -0.02 4.92 0.1949
H 0.11 -0.74 6.04 0.3233
H -0.61 1.67 6.21 0.3243
C 2.01 -2.71 -3.69 -0.6495
H 5.44 -0.91 -4.73 0.3241
H 0.71 2.29 2.15 -0.5277
H -4.58 -2.20 -4.09 0.3379
O 2.03 0.54 0.70 -0.2741
H -0.05 4.03 0.78 0.2414
C -2.02 0.05 1.96 0.7377
H -0.42 3.14 4.20 0.3953
C 0.65 3.47 0.13 0.1473
H -3.39 -1.10 -3.26 0.1861
H -0.66 -3.47 -4.03 0.1842
C 3.79 1.47 3.28 0.2662
H 2.68 2.97 -1.38 0.2134
F -1.99 -2.13 -0.36 -0.2310
H 3.14 5.06 1.44 0.3242
C 2.30 4.40 1.67 -0.6621
H -3.53 -1.11 -5.05 0.3082
C 0.26 -0.05 5.20 -0.8114
H 2.91 1.89 3.79 0.6210
C 5.11 2.03 3.71 -1.7555
H 2.49 -0.72 -6.07 0.4147
Cl 3.71 -1.60 -1.51 -0.3874
C -2.97 -4.03 -4.95 -0.9100
H 5.54 1.43 4.54 0.2582
H 3.50 0.60 -5.39 0.2903
H 4.70 0.20 0.51 0.0520
Cl 2.54 0.76 -2.73 -0.2887
H -4.78 1.31 3.12 0.3397
H 1.78 0.52 -5.00 0.2848
C 4.77 -0.10 1.57 -1.2827
```

- Lowest unoccupied orbital energy: 1.927 eV
- HOMO: -4.31 eV
- Charge: -1

=====

# 3
An isolated molecule of C18H18F3NO3S at a distorted geometry, computed with wB97M-V/def2-TZVPD.

Structure (XYZ):
```
44
Properties=species:S:1:pos:R:3:nbo_charge:R:1
H -3.59 0.71 -0.02 0.2464
C 1.10 -1.78 2.20 -0.3925
F -5.81 0.66 -4.26 -0.3251
C -3.09 0.78 -0.98 -0.1786
H 0.94 -1.04 2.98 0.2133
C 3.02 -0.31 1.63 0.0776
H 1.65 -2.62 2.63 0.2192
H -0.09 1.68 -2.21 0.2444
H -1.76 -1.30 0.42 0.1830
C 3.75 1.71 2.71 -0.1863
H 6.35 -0.40 2.25 0.2114
C 5.05 1.23 2.74 -0.2237
H 1.46 0.56 -0.21 0.2466
H 4.55 -1.76 1.26 0.2058
C -4.86 -0.18 -4.71 1.1689
C -0.26 -2.25 1.68 -0.4113
C -3.07 0.58 -3.36 0.2812
H 2.36 -1.96 0.46 0.2092
H -0.80 -2.80 2.45 0.2240
H 0.69 -0.96 -0.75 0.1848
S -0.90 1.50 0.52 2.3512
C -1.11 1.33 -2.22 -0.1658
C 1.92 -1.16 1.05 -0.2518
C 2.74 0.95 2.15 -0.2562
C -1.75 1.02 -3.40 -0.2437
H 3.53 2.69 3.11 0.2136
O -1.86 1.76 1.55 -0.9356
C -1.09 -1.03 1.25 -0.2264
C 4.32 -0.78 1.67 -0.2472
O 0.14 2.44 0.28 -0.9378
F -5.13 -0.40 -5.99 -0.3026
H -1.27 1.11 -4.35 0.2386
F -5.06 -1.34 -4.06 -0.3275
H -4.78 0.13 -2.11 0.2363
C 0.97 -0.35 0.13 -0.2394
H -1.69 -0.65 2.07 0.2285
H 5.84 1.83 3.18 0.2122
O -3.63 0.29 -4.61 -0.4889
H -0.11 -2.92 0.83 0.1985
C -1.78 1.20 -1.02 -0.3551
H 1.73 1.33 2.12 0.2273
C -3.76 0.46 -2.15 -0.2297
N -0.20 0.05 0.86 -0.6925
C 5.34 -0.02 2.22 -0.2044
```

- Lowest unoccupied orbital energy: 0.530 eV
- Structure (SMILES): O=S(=O)(c1ccc(OC(F)(F)F)cc1)N1CCC[C@H](c2ccccc2)C1
- HOMO: -9.07 eV

=====

# 4
A cluster of 2 separate species, C9H16N2O2 in total at a distorted geometry, computed with wB97M-V/def2-TZVPD.

Structure (XYZ):
```
29
Properties=species:S:1:pos:R:3:nbo_charge:R:1
H -2.09 0.70 -0.64 0.1938
H -0.53 -0.39 1.75 0.2211
H 0.48 3.28 -0.50 0.2021
C -2.32 -1.66 0.60 -0.6260
H -1.80 -2.00 -0.54 0.1984
C 1.77 -0.94 -1.71 -0.4205
H -2.68 -2.59 1.32 0.2318
C -0.42 2.51 -0.77 -0.6149
H -1.31 3.14 -1.11 0.2255
N 1.59 -1.70 0.69 -0.6292
O 1.65 -0.15 2.17 -0.6350
C -1.21 0.51 -0.03 -0.3806
H 1.54 -1.33 -2.71 0.2506
C -0.96 1.86 0.47 -0.4146
C 1.41 -2.08 -0.75 0.6642
H -3.25 -1.08 0.11 0.2069
N 2.20 0.39 -0.02 -0.6156
H -0.47 0.19 -0.58 0.1836
C -1.58 -0.43 1.16 -0.4523
H 1.50 -2.51 1.46 0.4611
C 2.19 0.21 -1.32 0.0668
H -1.81 2.32 0.86 0.2033
H 2.68 0.99 -1.93 0.2347
H 2.81 1.24 0.31 0.4312
O 1.15 -3.22 -1.15 -0.5625
C 1.84 -0.52 1.01 0.7652
H -0.24 1.77 1.37 0.1974
H 0.07 1.62 -1.51 0.2010
H -2.20 -0.14 2.01 0.2121
```

- Lowest unoccupied orbital energy: 0.397 eV
- Structure (SMILES): O=c1cc[nH]c(=O)[nH]1.CCCCC
- HOMO: -9.42 eV